1.
A structure of composition C8H12ClF12N2O14S4Zr at a distorted geometry. Source: OMol25; level of theory: ωB97M-V/def2-TZVPD.

Last column: Mulliken charge in e.
Element x y z (Å)
Zr -0.8791 0.0261 -2.1364  1.647
Cl -1.1291 0.2711 1.6807  2.055
O -1.7581 1.5034 1.7933  -0.663
O -2.0556 -0.7864 1.6911  -0.659
O -0.6486 0.1338 0.3644  -0.201
O -0.0516 0.1009 2.6345  -0.626
C 1.4420 2.9394 0.2833  0.644
F 0.3084 3.4607 0.7878  -0.173
F 2.3607 3.8324 0.4062  -0.169
F 1.7177 1.7777 1.0044  -0.093
S 1.1913 2.4767 -1.6332  0.499
O 1.8179 3.4848 -2.4467  -0.429
O 1.5912 1.0862 -1.7530  -0.402
N -0.5947 2.1333 -1.8703  -0.153
S -1.0753 3.7133 -2.0634  0.835
O -0.5255 4.6758 -1.1344  -0.526
O -1.0036 4.1545 -3.4471  -0.589
C -2.9063 3.6599 -1.6400  0.625
F -3.5656 3.1440 -2.6025  -0.203
F -3.1400 2.9531 -0.5343  -0.274
F -3.3122 4.8506 -1.3079  -0.182
C 0.7313 -3.3479 0.5716  0.771
F 0.2396 -2.6393 1.5657  -0.156
F 2.0210 -3.1195 0.5093  -0.161
F 0.4437 -4.6037 0.8019  -0.188
S -0.1711 -2.9077 -1.0861  0.699
O -0.0900 -4.1666 -1.8156  -0.452
O -1.4486 -2.2970 -0.9046  -0.535
N 0.6042 -1.4314 -1.7725  -0.323
S 2.0313 -2.0625 -2.1735  0.960
O 2.2505 -3.4959 -2.0784  -0.474
O 2.3350 -1.6092 -3.5325  -0.697
C 3.3886 -1.0944 -0.9173  0.572
F 4.0627 -0.1396 -1.4746  -0.211
F 2.7060 -0.5017 0.1211  -0.056
F 4.2126 -2.0378 -0.5238  -0.189
C 4.0709 -0.9121 4.0617  -1.158
C 3.1044 -1.8820 3.3464  0.525
O 2.6371 -2.7980 4.3131  -0.568
H 3.5769 -0.1657 4.6838  0.287
H 4.5397 -0.3425 3.2593  0.295
H 4.7408 -1.5782 4.6054  0.359
H 3.5622 -2.5425 2.6100  0.130
H 2.2742 -1.3436 2.8892  -0.146
H 1.7101 -2.8154 4.0643  0.329
C -5.4389 0.3522 -0.9207  -1.241
C -4.1366 -0.5270 -1.1865  -0.384
O -2.9534 0.2838 -1.2938  0.158
H -5.3527 1.0257 -0.0681  0.382
H -6.2855 -0.3295 -0.8391  0.428
H -5.7433 0.8760 -1.8268  0.317
H -4.2405 -1.1891 -2.0461  0.461
H -4.1787 -1.2454 -0.3677  0.261
H -2.9869 0.9961 -0.6511  0.045

HOMO-LUMO gap   0.152 Eh
E_tot   -4772.473385 Eh
Net charge   +1

=====

2.
A structure of composition C15H38Li2N2O3 at a distorted geometry. Source: OMol25; level of theory: ωB97M-V/def2-TZVPD.

Last column: Mulliken charge in e.
Element x y z (Å)
Li -0.2908 -0.9715 -1.2521  0.737
Li 0.4280 -0.7140 1.1900  0.870
O 1.0055 0.2623 -0.3808  -0.838
H 1.1585 1.2267 -0.4120  -0.059
O -0.9001 -1.8910 0.2993  -0.994
H -1.7508 -2.3695 0.2576  0.016
C -1.5285 -2.2404 -5.2974  -1.309
C -1.4976 -2.0581 -3.7678  -0.802
N -0.7566 -0.8269 -3.3572  0.435
C -1.4074 0.4557 -3.6903  -0.645
C -2.7903 0.4684 -3.1159  -1.274
C 0.7482 -0.7631 -3.6749  -0.489
C 1.4703 -2.1134 -3.3297  -1.308
H -2.2029 -3.0524 -5.5696  0.444
H -0.5559 -2.4743 -5.7304  0.228
H -2.0988 -1.4090 -5.7116  0.281
H -2.4737 -2.0499 -3.2827  0.563
H -1.0352 -2.9871 -3.4343  0.365
H -0.8825 1.2930 -3.2304  0.425
H -1.3851 0.5318 -4.7774  0.388
H -3.2573 1.4524 -3.0733  0.398
H -3.3875 -0.2014 -3.7346  0.312
H -2.7391 0.0411 -2.1145  0.241
H 1.0388 0.0339 -2.9905  0.418
H 0.7795 -0.4371 -4.7145  0.438
H 1.5025 -2.7597 -4.2068  0.320
H 1.1525 -2.5988 -2.4070  0.302
H 2.5121 -1.9660 -3.0449  0.404
C -1.0972 0.0972 3.5007  -1.093
C 0.0708 -0.9028 3.7385  -0.665
N 1.3003 -0.5906 2.9775  0.436
C 2.0005 0.6716 3.2894  -0.408
C 2.3767 0.7410 4.8076  -1.238
C 2.1326 -1.7981 3.1996  -0.567
C 3.2435 -1.8316 2.1246  -1.254
H -1.9903 -0.0412 4.1100  0.437
H -1.4156 -0.0062 2.4634  0.149
H -0.7444 1.1189 3.6410  0.226
H 0.3914 -0.9265 4.7800  0.568
H -0.3076 -1.8886 3.4681  0.370
H 2.9245 0.8196 2.7306  0.450
H 1.3351 1.5244 3.1550  -0.107
H 3.1727 0.0971 5.1816  0.316
H 2.8818 1.6658 5.0862  0.444
H 1.4228 0.6977 5.3332  0.270
H 1.4975 -2.6787 3.1035  0.457
H 2.4887 -1.8100 4.2298  0.443
H 2.9333 -1.4295 1.1601  0.213
H 3.4914 -2.8787 1.9512  0.409
H 4.1425 -1.3146 2.4603  0.326
C -1.4452 5.0682 0.3259  -1.159
C -1.9198 3.6802 0.7769  0.539
O -3.1058 3.3698 0.7149  -0.583
C -0.8613 2.7859 1.3283  -0.358
H -0.9882 5.6499 1.1265  0.322
H -2.2746 5.6007 -0.1397  0.337
H -0.7207 4.9162 -0.4741  0.311
H -1.1714 1.7447 1.4169  0.028
H -0.6100 3.1169 2.3360  0.345
H -0.0100 2.8493 0.6506  0.172

HOMO-LUMO gap   0.326 Eh
Energy above the lowest of the compared OMol25 structures with the same formula, charge and spin   194.1 kJ/mol
E_tot   -944.678647 Eh
Net charge   0

=====

3.
A cluster of 7 separate species, C37H39F49NO6 in total at a distorted geometry. Source: OMol25; level of theory: ωB97M-V/def2-TZVPD.

Last column: Mulliken charge in e.
Element x y z (Å)
C 8.6228 7.1778 -1.3524  -1.082
C 7.1830 7.8081 -1.4501  0.202
F 7.3704 9.1955 -1.6611  -0.331
N 6.3380 7.2833 -2.5550  0.116
C 5.8461 5.8840 -2.3737  -0.492
C 4.7543 5.7028 -1.2377  0.803
C 3.7814 6.9491 -1.0093  -0.688
C 4.2889 8.3427 -1.5938  -0.619
C 5.1585 8.1767 -2.9012  -0.522
H 8.9945 7.3665 -0.2970  0.341
H 8.6542 6.0598 -1.4872  0.288
H 9.3838 7.6708 -2.0261  0.353
H 6.6947 7.6862 -0.4399  0.310
H 6.9233 7.2820 -3.4106  0.377
H 5.4821 5.4110 -3.3331  0.390
H 6.7423 5.2588 -2.0663  -0.072
H 5.2449 5.4095 -0.2682  0.479
H 4.0953 4.8488 -1.5713  -0.984
H 3.6631 7.0529 0.1150  0.287
H 2.7294 6.7815 -1.3968  0.330
H 3.3801 8.9517 -1.8957  0.398
H 4.7867 8.9246 -0.7716  0.313
H 5.4741 9.1633 -3.3331  0.392
H 4.5623 7.5711 -3.6528  0.404
C 0.2306 0.9896 -2.3011  -1.026
C 0.7199 -0.4636 -2.5064  1.018
C 1.2989 -1.1818 -1.2834  0.533
F 2.3853 -0.5662 -0.7753  -0.202
F 1.6982 -2.4336 -1.6214  -0.281
F 1.5917 -0.4871 -3.5424  -0.294
F -0.3645 -1.1824 -2.9131  -0.286
O 1.1193 2.0636 -2.6670  -0.365
C 2.0929 2.4849 -1.7488  0.812
C 3.5200 2.2172 -2.2395  0.247
F 3.7277 0.9239 -2.5184  -0.269
F 4.4271 2.5617 -1.2859  -0.254
F 1.8402 1.9594 -0.5433  -0.270
F 1.9240 3.8245 -1.6119  -0.299
H -0.6112 1.1132 -2.9860  0.484
H -0.1962 1.1433 -1.3076  0.435
H 0.5520 -1.2719 -0.4952  -0.102
H 3.7345 2.7913 -3.1452  0.159
C -4.3918 2.6310 1.7482  -0.799
C -3.4568 1.6775 0.9636  1.024
C -2.5305 0.7917 1.8026  0.042
F -1.6876 1.4922 2.5772  -0.236
F -1.7534 0.0332 0.9874  -0.188
F -2.7595 2.4037 0.0565  -0.275
F -4.2458 0.8063 0.2201  -0.415
O -3.9769 4.0007 1.9108  -0.435
C -3.1005 4.3339 2.9601  0.713
C -1.7407 4.8314 2.4566  0.203
F -1.1337 3.9315 1.6566  -0.191
F -0.9041 5.0589 3.4963  -0.260
F -3.0063 3.3056 3.8178  -0.280
F -3.7006 5.3306 3.6436  -0.294
H -5.2913 2.7139 1.1562  0.378
H -4.7219 2.1964 2.6939  0.412
H -3.1063 0.1155 2.4399  0.298
H -1.8547 5.7598 1.8921  0.224
C -2.0339 -4.8381 -0.2841  -0.915
C -1.4469 -3.5999 0.4334  1.035
C -0.5465 -3.8707 1.6432  0.055
F -1.1723 -4.5255 2.6332  -0.211
F -0.1205 -2.6957 2.1753  -0.241
F -2.4540 -2.7589 0.7523  -0.227
F -0.6881 -2.9349 -0.4877  -0.331
O -3.3739 -5.2414 0.0442  -0.419
C -3.5872 -6.0578 1.1708  0.771
C -4.3967 -5.3532 2.2653  0.172
F -3.8154 -4.2058 2.6678  -0.202
F -4.5016 -6.1445 3.3592  -0.187
F -2.4138 -6.5454 1.6071  -0.285
F -4.2875 -7.1223 0.7307  -0.299
H -2.1054 -4.5575 -1.3375  0.422
H -1.3455 -5.6855 -0.2694  0.343
H 0.3367 -4.4450 1.3513  0.280
H -5.4020 -5.1133 1.9113  0.194
C -8.5990 1.0445 -3.7664  -0.733
C -9.1890 -0.3600 -3.4974  0.887
C -10.2316 -0.4784 -2.3803  0.088
F -9.7591 -0.1199 -1.1743  -0.198
F -10.6375 -1.7660 -2.2599  -0.271
F -8.1714 -1.2299 -3.3053  -0.268
F -9.8012 -0.7489 -4.6526  -0.326
O -7.3266 1.3715 -3.1790  -0.379
C -7.2842 1.8418 -1.8544  0.670
C -6.5617 0.8764 -0.9095  0.471
F -7.1176 -0.3492 -0.9116  -0.236
F -6.6326 1.3261 0.3599  -0.320
F -8.5241 2.1589 -1.4471  -0.287
F -6.5986 3.0067 -1.8933  -0.292
H -8.3970 1.0744 -4.8395  0.398
H -9.3319 1.8366 -3.6004  0.334
H -11.1123 0.1298 -2.6027  0.277
H -5.5212 0.7702 -1.1926  0.231
C -3.8673 -8.6410 5.6064  -0.698
C -5.4065 -8.7750 5.6874  0.910
C -6.1433 -7.8123 6.6249  0.143
F -5.7677 -7.9308 7.9086  -0.224
F -7.4756 -8.0649 6.5956  -0.278
F -5.7173 -10.0597 5.9716  -0.288
F -5.8816 -8.5446 4.4286  -0.304
O -3.0728 -9.5353 6.4053  -0.420
C -2.8227 -9.2128 7.7524  0.739
C -3.4619 -10.2081 8.7274  0.208
F -4.7921 -10.3089 8.5492  -0.211
F -3.2652 -9.8093 10.0058  -0.253
F -3.1741 -7.9378 7.9863  -0.278
F -1.4811 -9.2584 7.9015  -0.297
H -3.6030 -8.9100 4.5812  0.412
H -3.5371 -7.6059 5.7135  0.393
H -5.9934 -6.7749 6.3140  0.233
H -3.0292 -11.2035 8.6023  0.229
C 8.9060 0.8255 -2.3185  -0.855
C 7.6990 1.2143 -3.2047  0.913
C 6.5665 0.1888 -3.3310  0.132
F 6.9646 -0.9732 -3.8662  -0.224
F 5.5959 0.6695 -4.1479  -0.258
F 8.1542 1.5880 -4.4218  -0.292
F 7.1533 2.3435 -2.6457  -0.239
O 10.0781 0.3002 -2.9601  -0.399
C 10.1328 -1.0747 -3.2668  0.769
C 10.1750 -1.3430 -4.7755  0.194
F 9.1215 -0.7993 -5.4160  -0.205
F 10.1405 -2.6718 -5.0189  -0.249
F 9.1357 -1.7178 -2.6388  -0.281
F 11.2729 -1.5322 -2.7119  -0.288
H 9.2575 1.7617 -1.8781  0.456
H 8.6080 0.2127 -1.4652  0.340
H 6.1126 -0.0153 -2.3574  0.282
H 11.0861 -0.9312 -5.2160  0.233

HOMO-LUMO gap   0.356 Eh
Energy above the lowest of the compared OMol25 structures with the same formula, charge and spin   132.4 kJ/mol
E_tot   -6832.641715 Eh
Net charge   +1

=====

4.
An isolated molecule of C2H2Cl2OS at a distorted geometry. Source: OMol25; level of theory: ωB97M-V/def2-TZVPD.

Last column: Mulliken charge in e.
Element x y z (Å)
C 0.6614 0.4100 -0.0907  0.313
C -0.6523 -0.0457 -0.1068  0.279
O 1.4742 0.3327 -1.2530  -0.432
S -1.7507 0.1857 1.2458  -0.185
Cl 1.3507 1.4959 1.0265  -0.201
Cl -1.0478 -1.3140 -1.1676  -0.180
H 2.1501 0.9058 -1.1924  0.267
H -2.4083 -0.8633 0.7149  0.140

HOMO-LUMO gap   0.329 Eh
Energy above the lowest of the compared OMol25 structures with the same formula, charge and spin   129.2 kJ/mol
E_tot   -1471.164657 Eh
Net charge   0
SMILES   O/C(Cl)=C(/S)Cl

=====

no.,E_HOMO (eV)
1,-12.0
2,-8.4
3,-12.5
4,-8.4